<A>
Here is one molecule with the formula C8H10N2O2 from the OMol25 dataset. Energies are from wB97M-V/def2-TZVPD.

Geometry as XYZ:
```
22
Properties=species:S:1:pos:R:3:lowdin_charge:R:1
O 1.646 0.149 -2.183 0.04
N 1.075 0.270 0.087 0.05
C 0.706 2.677 -0.646 -0.19
C 1.292 -0.425 1.220 -0.36
C 2.095 -1.512 0.949 -0.04
H 2.163 -0.523 -2.799 0.18
O 0.716 0.010 2.413 0.03
H 3.029 -2.094 -1.060 0.13
H 2.098 -2.379 1.566 0.10
H 0.032 1.812 1.057 0.17
H -2.862 -0.259 -0.327 0.07
H -2.545 1.001 0.929 0.09
C -2.045 0.242 0.244 -0.10
C 2.337 -1.478 -0.420 -0.06
H 1.535 0.279 2.912 0.14
H -0.796 0.294 -1.462 0.12
H -1.656 1.907 -1.028 0.10
C 0.206 1.500 -0.006 -0.21
N 1.118 3.632 -1.119 0.18
H -1.417 -0.601 0.762 0.11
C -1.124 1.037 -0.709 -0.18
C 1.762 -0.341 -0.922 -0.37
```

SMILES string   CC[C@H](C#N)n1c(O)ccc1O
2S+1   1
E_HOMO   -7.8 eV
Charge   0



<B>
Here is one molecule with the formula C8H10N2O2 from the OMol25 dataset. Energies are from wB97M-V/def2-TZVPD.

Geometry as XYZ:
```
22
Properties=species:S:1:pos:R:3:lowdin_charge:R:1
O 0.878 -2.174 -0.980 0.11
H 1.698 0.488 2.284 0.10
C 0.775 1.348 -1.692 -0.02
H 2.299 -0.151 -0.080 0.18
H 1.509 -1.258 2.027 0.07
N -0.993 -1.078 -0.079 -0.04
H -1.341 -2.739 -1.048 0.11
C 0.614 1.323 -0.224 -0.25
H 1.739 1.012 -1.849 0.07
H 1.105 2.038 0.379 0.13
C 1.192 -0.128 0.272 -0.23
C -0.769 1.300 0.311 0.03
C 1.112 -0.306 1.770 -0.05
H -2.335 -2.515 0.189 0.05
C 0.389 -1.232 -0.389 -0.39
O -3.154 1.953 0.798 0.08
C -1.433 0.136 0.347 -0.06
H 0.053 -0.152 2.209 0.12
H 0.577 2.272 -2.169 0.09
C -2.167 1.319 0.569 -0.31
H 0.164 0.576 -2.125 0.10
N -1.913 -2.032 -0.520 0.11
```

SMILES string   C[C@H]1C(=O)N(N)c2c(c2=O)[C@@H]1C
2S+1   1
E_HOMO   -9.1 eV
Charge   0



<C>
Here is a 2-piece molecular cluster, C8H10N2O2 overall from the OMol25 dataset. Energies are from wB97M-V/def2-TZVPD.

Geometry as XYZ:
```
22
Properties=species:S:1:pos:R:3:lowdin_charge:R:1
C -1.677 1.444 -0.271 -0.21
H -1.124 2.289 0.110 0.09
H -3.227 1.717 1.076 0.08
C -2.815 1.058 0.261 -0.03
H -3.164 0.104 -0.168 0.06
C 0.072 -0.200 -0.842 -0.28
C 1.804 -1.387 0.818 -0.15
C 1.142 1.447 1.700 0.04
H -0.249 1.307 -2.032 0.14
C -0.988 0.673 -1.411 -0.14
O 2.166 1.847 1.365 0.04
O 1.986 1.110 -1.317 -0.08
C 1.338 0.063 -0.944 -0.52
H -1.363 -1.115 0.259 0.09
H 3.281 -0.782 -0.390 0.20
H -1.766 -0.059 -1.871 0.14
N 0.475 -1.694 1.046 0.08
N 2.229 -0.913 -0.287 0.15
C -0.400 -1.405 -0.087 -0.13
H -0.511 -2.283 -0.675 0.11
H 0.230 -1.654 2.070 0.17
H 2.563 -1.568 1.588 0.15
```

2S+1   1
E_HOMO   -7.1 eV
Charge   0



Relative energies, kJ/mol: <A> 0.0; <B> 171.3; <C> 142.0.



<A>
Here is a 2-piece molecular cluster, C3H3IN2O overall from the OMol25 dataset. Energies are from wB97M-V/def2-TZVPD.

Geometry as XYZ:
```
10
Properties=species:S:1:pos:R:3:lowdin_charge:R:1
O 1.606 2.708 -0.190 0.14
C 1.285 0.094 -0.599 -0.06
H -2.933 -2.409 0.325 0.05
C 1.276 1.600 -0.039 -0.51
H 0.656 -0.206 -1.424 0.07
C -2.446 -1.536 0.007 -0.10
N -2.047 -0.614 -0.487 0.07
N 0.487 0.663 0.484 -0.54
H 2.212 -0.410 -0.417 0.08
I -0.095 0.110 2.340 0.80
```

SMILES string   O=C1CN1I.C#N
2S+1   1
E_HOMO   -9.2 eV
Charge   0



<B>
Here is C3H3IN2O as an isolated structure from the OMol25 dataset. Energies are from wB97M-V/def2-TZVPD.

Geometry as XYZ:
```
10
Properties=species:S:1:pos:R:3:lowdin_charge:R:1
I -4.330 0.051 -0.681 1.02
C -1.570 -2.204 -0.444 -0.13
H -0.345 0.863 1.652 0.15
H 0.603 0.357 0.028 0.10
C -1.532 0.473 -0.077 -0.75
N -2.658 -0.242 0.292 -0.42
N -0.945 -3.137 -0.621 0.02
C -0.258 0.167 0.671 -0.02
O -1.599 1.334 -0.923 0.03
H -0.183 -0.806 0.935 0.00
```

2S+1   1
E_HOMO (spin up / spin down)   -10.5 / -10.5 eV
Charge   0



Relative energies, kJ/mol: <A> 0.0; <B> 237.9.



<A>
Here is a 2-piece molecular cluster, C3H3IN2O overall from the OMol25 dataset. Energies are from wB97M-V/def2-TZVPD.

Geometry as XYZ:
```
10
Properties=species:S:1:pos:R:3:lowdin_charge:R:1
H 1.702 1.452 1.186 0.15
C -0.360 -2.289 -0.405 -0.19
H -0.945 0.316 -1.717 0.05
H 0.508 0.235 1.760 0.15
N 0.811 0.918 0.968 0.12
N -0.032 -3.316 0.022 -0.04
C -0.764 0.104 -0.657 -0.61
I -2.473 0.356 0.342 1.01
O 1.111 1.391 -1.179 0.08
C 0.442 0.833 -0.320 -0.73
```

2S+1   1
E_HOMO (spin up / spin down)   -10.5 / -10.5 eV
Charge   0



<B>
Here is one molecule with the formula C3H3IN2O from the OMol25 dataset. Energies are from wB97M-V/def2-TZVPD.

Geometry as XYZ:
```
10
Properties=species:S:1:pos:R:3:lowdin_charge:R:1
H -1.719 -1.869 0.658 0.03
H 1.733 2.170 0.748 0.09
N 0.187 0.810 0.297 0.14
N 2.789 -0.166 -0.922 0.14
O 2.560 0.795 -0.170 -0.13
I -3.545 -0.027 -0.044 0.44
H -1.570 -1.747 -1.002 0.10
C 1.416 1.318 0.328 -0.14
C -1.427 -1.089 -0.029 -0.48
C -0.423 -0.196 0.135 -0.18
```

2S+1   1
E_HOMO (spin up / spin down)   -8.8 / -7.4 eV
Charge   0



Relative energies, kJ/mol: <A> 0.0; <B> 408.0.



<A>
Here is an isolated ion of composition C2H4N3O and charge +1 from the OMol25 dataset. Energies are from wB97M-V/def2-TZVPD.

Geometry as XYZ:
```
10
Properties=species:S:1:pos:R:3:lowdin_charge:R:1
H 0.765 -1.692 -1.093 0.13
O -0.955 1.809 -0.821 0.07
C -0.968 0.570 0.910 0.12
H -1.077 0.068 1.846 0.15
H 0.802 -1.604 0.688 0.12
N -0.080 0.914 -1.151 0.18
N -1.470 1.591 0.399 0.14
H 1.975 -0.685 -0.291 0.13
C 0.941 -1.039 -0.232 0.02
N 0.067 0.068 -0.254 -0.04
```

SMILES string   C[n+]1cnon1
2S+1   1
E_HOMO   -18.1 eV
Charge   +1



<B>
Here is an isolated ion of composition C2H4N3O and charge +1 from the OMol25 dataset. Energies are from wB97M-V/def2-TZVPD.

Geometry as XYZ:
```
10
Properties=species:S:1:pos:R:3:lowdin_charge:R:1
C 1.112 -0.015 -1.408 -0.23
H 1.520 0.843 0.885 0.09
N -1.885 -1.236 -0.020 0.24
H -0.027 1.701 0.941 0.10
N 0.353 -0.042 -0.449 -0.03
C 0.469 0.750 0.786 0.00
N -0.918 -1.273 -0.579 0.18
O 1.798 -0.083 -2.290 0.34
H 0.174 0.073 1.563 0.08
H -2.596 -0.718 0.571 0.21
```

SMILES string   [H]/N=N\[N+](C)=C=O
2S+1   1
E_HOMO   -15.7 eV
Charge   +1



<C>
Here is C2H4N3O as an isolated structure from the OMol25 dataset. Energies are from wB97M-V/def2-TZVPD.

Geometry as XYZ:
```
10
Properties=species:S:1:pos:R:3:lowdin_charge:R:1
N 1.144 1.203 0.114 0.25
H 1.274 -1.729 0.572 0.20
H 0.994 2.107 -0.351 0.16
H -1.330 -0.975 -0.308 0.14
O 3.560 -0.016 -0.063 0.30
H -1.598 0.597 -0.264 0.14
C 0.436 0.089 0.031 -0.37
N -0.894 -0.094 -0.049 0.25
C 2.408 -0.038 -0.013 -0.30
N 1.411 -0.892 0.023 0.23
```

2S+1   1
E_HOMO   -16.3 eV
Charge   +1



Relative energies, kJ/mol: <A> 361.9; <B> 287.7; <C> 0.0.



<A>
Here is an isolated ion of composition C2H4N3O and charge +1 from the OMol25 dataset. Energies are from wB97M-V/def2-TZVPD.

Geometry as XYZ:
```
10
Properties=species:S:1:pos:R:3:lowdin_charge:R:1
O -1.710 1.164 -0.081 0.14
H 0.745 1.379 0.550 0.08
H -3.183 -1.663 0.168 0.17
H 1.266 0.676 -0.940 0.12
C 0.832 0.511 0.037 0.05
N -2.699 0.436 0.016 0.08
H 1.579 -0.411 0.332 0.20
N -1.062 -1.030 -0.028 0.24
N -0.493 0.047 0.026 -0.03
C -2.456 -0.809 0.059 -0.05
```

SMILES string   C[n+]1ncno1
2S+1   1
E_HOMO   -16.9 eV
Charge   +1



<B>
Here is a 2-piece molecular cluster, C2H4N3O overall from the OMol25 dataset. Energies are from wB97M-V/def2-TZVPD.

Geometry as XYZ:
```
10
Properties=species:S:1:pos:R:3:lowdin_charge:R:1
H 2.220 -0.353 -2.291 0.08
O 0.713 0.233 -1.038 -0.02
N -1.214 0.463 1.524 0.00
N -0.548 -0.500 1.139 0.07
N -2.359 0.846 1.386 0.25
H 0.915 -2.142 1.124 0.14
C 1.388 0.201 -2.045 -0.02
H -2.544 1.635 1.942 0.09
C 0.407 -1.193 1.063 0.33
H 1.023 0.810 -2.804 0.08
```

2S+1   1
E_HOMO   -14.6 eV
Charge   +1



Relative energies, kJ/mol: <A> 0.0; <B> 122.5.



<A>
Here is CH2O4S as an isolated structure from the OMol25 dataset. Energies are from wB97M-V/def2-TZVPD.

Geometry as XYZ:
```
8
Properties=species:S:1:pos:R:3:lowdin_charge:R:1
O -1.356 0.701 0.209 0.05
O -0.101 -1.146 -0.494 -0.07
C -1.135 -0.583 -0.163 -0.31
S 1.846 -0.056 -0.286 0.91
H -2.181 -0.944 -0.089 0.15
H -0.462 1.224 0.119 0.12
O 1.310 1.270 -0.393 -0.44
O 2.078 -0.466 1.098 -0.41
```

2S+1   1
E_HOMO   -11.2 eV
Charge   0



<B>
Here is one molecule with the formula CH2O4S from the OMol25 dataset. Energies are from wB97M-V/def2-TZVPD.

Geometry as XYZ:
```
8
Properties=species:S:1:pos:R:3:lowdin_charge:R:1
O 0.329 1.246 -0.384 -0.22
H -1.360 1.411 0.571 0.12
O -0.801 -0.480 0.405 0.05
S 1.474 0.451 -1.606 1.05
C -0.663 0.701 0.246 -0.45
H 1.257 -1.700 -0.885 0.14
O 0.771 -0.024 -2.730 -0.37
O 1.641 -0.806 -0.541 -0.32
```

2S+1   1
E_HOMO   -10.3 eV
Charge   0



Relative energies, kJ/mol: <A> 0.0; <B> 85.2.



<A>
Here is one molecule with the formula C2H6N2OS from the OMol25 dataset. Energies are from wB97M-V/def2-TZVPD.

Geometry as XYZ:
```
12
Properties=species:S:1:pos:R:3:lowdin_charge:R:1
H -1.164 1.731 1.059 0.05
H -0.757 3.130 -0.145 0.03
H -0.995 -1.585 -1.519 0.04
N 0.646 -0.483 0.983 -0.11
O 0.906 -1.704 1.508 -0.06
H 0.489 -2.261 0.753 0.09
C -0.483 2.185 0.320 -0.39
H 1.464 0.055 0.868 0.11
C -0.022 -0.565 -0.247 -0.74
N -0.517 -1.700 -0.635 0.07
H 0.506 2.264 0.813 0.03
S -0.292 0.992 -1.047 0.87
```

SMILES string   [H]/N=C(/NO)SC
2S+1   1
E_HOMO   -9.2 eV
Charge   0



<B>
Here is one molecule with the formula C2H6N2OS from the OMol25 dataset. Energies are from wB97M-V/def2-TZVPD.

Geometry as XYZ:
```
12
Properties=species:S:1:pos:R:3:lowdin_charge:R:1
H -2.623 0.893 -0.589 0.05
C -2.430 -0.137 -0.019 -0.45
H -2.779 0.100 1.113 0.05
C 1.179 0.952 -0.065 -0.33
H 1.381 1.947 -0.573 0.13
N -0.148 0.818 0.137 -0.33
H 2.108 -1.708 0.857 0.21
O 1.883 -1.343 -0.197 -0.23
S -0.667 -0.791 0.026 0.76
N 2.199 0.067 0.242 -0.06
H -3.082 -1.125 -0.544 0.09
H 2.980 0.327 -0.389 0.12
```

SMILES string   CS/N=C\NO
2S+1   1
E_HOMO   -7.8 eV
Charge   0



Relative energies, kJ/mol: <A> 0.0; <B> 292.3.